Record 1
14
Properties=species:S:1:pos:R:3 method="wB97M-V/def2-TZVPD" de_lowest_kcal_mol=25.45 e_tot_ha=-1240.02295 homo_energy_ev=-9.71 smiles="N[C@]1(Cl)C=NCN=C1Cl" orbital_gap_ev=10.057 e_lumo_ev=0.35
N -0.84 -1.81 -0.92
C 0.15 -0.77 -0.31
Cl 1.51 -1.49 0.66
C -0.50 0.16 0.66
N -0.10 1.33 0.87
C 0.90 1.95 0.13
N 1.25 1.32 -1.10
C 0.78 0.19 -1.34
Cl 1.06 -0.52 -2.94
H -0.54 -2.43 -1.66
H -0.98 -2.37 -0.09
H -1.28 -0.07 1.38
H 0.73 2.95 -0.14
H 1.85 1.75 0.72

=====

Record 2
29
Properties=species:S:1:pos:R:3 method="wB97M-V/def2-TZVPD" de_lowest_kcal_mol=0.00 e_tot_ha=-575.14653 homo_energy_ev="-5.71 / -8.82" spin_multiplicity=3 orbital_gap_ev="6.518 / 6.508" e_lumo_ev="0.81 / -2.31"
C 0.15 0.44 -3.91
C 0.00 1.55 -3.11
C -1.35 0.00 -2.61
C 0.10 0.32 1.72
C -1.39 3.19 -1.13
C 2.01 -0.99 2.72
C -0.45 -1.89 2.63
C 1.03 -1.71 0.51
C -1.56 1.93 -1.19
C 0.62 -1.03 1.93
N -0.72 -0.57 -3.56
N -0.91 1.20 -2.15
O -1.02 0.68 1.69
H 0.68 0.27 -4.86
H 0.54 2.48 -3.07
H -2.02 -0.52 -1.99
H 0.84 1.02 1.55
H -0.89 3.66 -1.87
H -1.88 3.67 -0.32
H 2.86 -0.71 2.01
H 2.12 -0.38 3.57
H 2.22 -1.97 3.15
H -1.44 -1.56 2.28
H -0.29 -2.01 3.66
H -0.38 -2.89 2.26
H 1.29 -1.00 -0.25
H 1.90 -2.26 0.72
H 0.20 -2.35 0.18
H -2.26 1.44 -0.56